[1]
The following is a DFT calculation (wB97M-V/def2-TZVPD) of 3 unconnected molecules or ions with the total composition C18H31O13PS2 in a non-equilibrium geometry.

```
65
Properties=species:S:1:pos:R:3:forces:R:3:lowdin_charge:R:1
C 4.0375 -2.3240 1.5718 -0.402 -0.634 2.069 -0.123
O 4.0541 -3.1137 0.3311 -1.248 2.523 0.001 -0.241
C 3.2189 -2.5220 -0.7249 -0.051 -0.974 -2.126 -0.208
C 1.7866 -3.3518 -0.9631 -0.046 0.320 1.296 -0.152
C 1.0665 -3.6786 0.5016 0.796 0.001 -0.505 -0.183
C -0.5357 -3.9711 0.2760 0.164 -0.400 0.506 -0.098
C -1.4193 -2.8677 1.1059 1.537 1.379 0.147 -0.254
O -2.4938 -3.3494 2.0304 0.647 3.087 0.090 -0.220
S -2.8456 -1.8487 2.8356 -4.252 2.232 4.995 0.879
O -1.9370 -1.4287 4.0207 -1.167 -1.865 -5.519 -0.307
O -4.2714 -1.6684 3.4177 4.775 -1.614 -3.470 -0.311
O -2.8018 -0.8802 1.3917 1.068 -2.255 1.033 -0.295
C -2.0397 -1.5550 0.2887 1.360 1.505 1.256 -0.421
C -0.9441 -0.3754 -0.1643 -0.636 -0.466 -0.127 -0.107
C -0.1953 0.3394 1.1068 0.779 0.647 -1.124 -0.060
C 1.0338 1.2936 0.4977 2.455 4.816 2.770 -0.222
O 1.4715 2.3692 1.1979 -2.882 -7.068 -4.602 -0.045
O 1.6661 0.9559 -0.8121 -0.114 0.213 3.707 -0.030
P -3.3592 -1.8928 -1.0615 -3.530 -0.897 -0.825 0.445
O -3.7215 -0.3967 -1.9330 1.433 -3.492 -0.451 -0.287
O -2.9108 -3.1093 -2.2272 1.447 3.907 0.849 -0.273
S -4.9748 -2.5572 -0.1593 1.515 0.561 -0.832 0.334
H 5.1231 -2.1331 2.0295 -2.297 -0.302 -1.511 0.117
H 3.4834 -2.9881 2.3945 1.098 1.406 -1.648 0.099
H 3.4203 -1.3240 1.5126 1.416 -1.834 -0.191 0.088
H 3.0387 -1.3697 -0.6326 0.246 -2.196 0.275 0.102
H 3.8193 -2.6760 -1.7447 -1.151 0.415 2.222 0.135
H 1.9810 -4.3631 -1.5446 -0.457 2.250 1.090 0.127
H 1.0122 -2.6472 -1.5315 1.859 -1.552 0.862 0.099
H 1.3025 -2.7482 1.1817 -0.818 -1.767 -1.212 0.096
H 1.5871 -4.6059 1.0338 -1.130 2.033 -1.268 0.134
H -0.7483 -5.0550 0.6834 0.097 2.303 -0.788 0.139
H -0.7519 -3.9720 -0.8848 0.115 0.133 2.510 0.112
H -0.7139 -2.3098 1.8857 -0.851 -1.268 -1.945 0.126
H -0.2092 -0.8889 -0.9295 -1.244 1.283 1.606 0.117
H -1.5658 0.4788 -0.7191 1.365 -2.048 1.081 0.143
H -0.9177 1.0485 1.7191 1.643 -1.524 -1.446 0.152
H 0.3226 -0.3924 1.8586 -0.924 1.301 -1.500 0.128
H 2.6770 1.0411 -0.7138 -2.203 0.337 0.021 0.118
H -3.9043 -0.6379 -2.9090 0.398 0.674 2.017 0.100
H -2.2134 -2.6606 -2.8070 -1.058 -1.096 0.691 0.085
O -3.6993 1.7268 -4.0444 -1.497 0.999 0.137 0.086
C -4.5557 2.4575 -3.5746 1.434 -0.861 -0.754 -0.455
C -4.7339 2.7630 -2.1182 -0.323 -0.164 0.441 -0.090
C -6.1184 3.3594 -2.0869 -0.523 0.086 0.750 -0.164
C -6.2398 3.9832 -3.4526 -0.578 0.564 -0.013 -0.170
O -5.4681 3.1507 -4.3170 0.717 -0.709 0.025 0.032
H -3.9728 3.4847 -1.8087 0.068 -0.147 -0.036 0.139
H -4.6748 1.8544 -1.5146 0.358 0.171 -0.178 0.111
H -6.2691 4.0731 -1.2727 -0.039 -0.067 -0.166 0.122
H -6.8604 2.5592 -1.9773 0.098 0.159 -0.004 0.127
H -5.8277 4.9972 -3.4846 -0.016 -0.078 -0.029 0.129
H -7.2775 4.0113 -3.7975 0.281 -0.024 -0.177 0.129
O 7.3429 1.4976 2.7696 -1.809 0.490 -0.979 0.101
C 6.4126 2.0798 2.2369 1.958 -1.070 0.803 -0.459
C 6.2180 3.5656 2.2107 -0.306 0.370 0.220 -0.086
C 4.7736 3.6883 1.7958 -0.579 0.786 0.098 -0.160
C 4.5629 2.4502 0.9641 -0.602 -0.102 -0.478 -0.180
O 5.4161 1.4610 1.5380 0.688 -0.155 0.497 0.020
H 6.8929 4.0014 1.4689 0.084 -0.055 0.159 0.137
H 6.3907 4.0033 3.1966 0.335 -0.133 -0.245 0.133
H 4.5503 4.6125 1.2562 -0.048 -0.185 0.043 0.124
H 4.1319 3.6518 2.6845 0.031 -0.002 -0.207 0.128
H 4.8528 2.5974 -0.0815 0.095 0.037 0.004 0.133
H 3.5248 2.1069 0.9991 0.421 0.020 0.088 0.074
```
Positions in Å, forces in eV/Å.

gap between HOMO and LUMO	8.638	eV
total energy	-76737.9166	eV

=====

[2]
The following is a DFT calculation (wB97M-V/def2-TZVPD) of a molecular structure, C18H32AsF22O6S4 in a non-equilibrium geometry.

```
83
Properties=species:S:1:pos:R:3:forces:R:3:lowdin_charge:R:1
As 0.2419 0.4512 0.0962 -1.269 -0.401 0.860 0.997
F 1.4607 -0.8050 -0.2484 -1.214 1.103 -0.140 -0.273
F -1.0008 -0.8176 0.5050 1.179 1.452 -0.946 -0.294
F -1.0749 1.7301 0.5150 2.053 -1.687 -0.665 -0.300
F 1.5141 1.6809 -0.1291 -1.455 -0.848 -0.096 -0.260
F -0.3587 0.5581 -1.6418 1.072 -0.117 2.227 -0.282
F 0.7084 0.3476 1.8195 -0.385 0.414 -1.170 -0.285
C 2.2416 -3.4754 -3.3357 0.977 -1.765 -0.849 -0.064
C 3.6969 -3.6757 -3.9633 -2.659 0.524 -0.805 -0.496
C 3.6753 -4.2627 -5.3806 -1.263 1.541 -1.363 -0.321
F 4.8708 -4.1847 -5.9852 1.103 -0.645 0.320 0.093
F 3.1874 -5.5192 -5.4601 0.330 -0.103 0.534 0.098
F 4.4373 -2.5717 -4.0047 0.284 1.011 -0.006 0.147
F 4.2658 -4.5295 -3.1654 1.322 -1.698 1.701 0.162
O 1.4309 -2.4981 -3.9092 -1.731 1.104 0.652 0.012
C 0.0623 -2.4753 -3.4372 1.641 -0.274 -0.494 -0.430
C -0.5994 -1.3311 -4.2133 -0.050 2.051 1.907 -0.374
F -0.4222 -1.5661 -5.4632 0.580 -1.081 -3.677 0.146
F -1.9247 -1.2259 -4.0276 -0.790 -0.649 0.790 0.104
F -0.5839 -3.6325 -3.8233 0.682 0.716 0.956 0.126
F 0.0323 -2.3158 -2.0954 -0.303 -0.597 -1.219 0.139
H 2.4011 -3.4529 -2.2576 -0.208 0.526 0.045 0.146
H 1.7730 -4.4210 -3.6081 0.053 -0.466 0.483 0.135
H 3.0630 -3.6235 -6.0167 -0.608 0.031 0.219 0.168
H -0.2176 -0.3246 -4.0424 0.580 -0.233 0.873 0.164
C -0.7152 5.2559 0.4490 1.168 0.324 1.010 -0.045
C -0.7482 5.0325 -1.0790 0.501 -0.368 0.815 -0.484
C 0.2829 4.0252 -1.6682 0.219 -3.777 1.219 -0.296
F 0.3210 3.7766 -2.9998 -0.454 1.751 -0.696 0.086
F 1.5459 4.2348 -1.2378 0.580 1.850 -0.093 0.077
F -1.9828 4.7712 -1.4313 -2.217 -2.116 -0.553 0.152
F -0.5824 6.2107 -1.6435 1.697 2.520 -0.704 0.137
O -1.3913 4.3050 1.2709 0.058 -0.347 0.644 0.010
C -0.8855 4.2056 2.5730 -0.664 0.746 -1.736 -0.489
C -1.8163 3.2848 3.3914 0.586 -2.027 -1.834 -0.350
F -1.3791 3.0346 4.6044 1.060 0.582 1.948 0.126
F -3.1024 3.6174 3.4976 -0.343 0.925 -0.468 0.124
F 0.3515 3.6396 2.5117 -0.513 0.479 0.627 0.137
F -0.7792 5.4576 3.0966 0.360 -0.333 0.278 0.130
H -1.1181 6.2361 0.7036 -0.328 0.101 -0.701 0.143
H 0.3285 5.3357 0.7531 0.212 -0.252 -0.122 0.138
H 0.1824 2.9975 -1.3192 -1.431 0.310 0.749 0.113
H -1.6964 2.3355 2.8694 -0.537 -0.142 -0.504 0.142
C 0.2124 -3.4582 1.2650 0.933 0.138 -0.937 -0.277
S 0.7371 -4.4424 2.6882 0.487 -0.925 0.630 0.817
O 1.5713 -5.6417 2.2635 -0.647 1.269 -0.110 -0.597
C 1.9310 -3.3440 3.6257 -1.059 0.239 -0.463 -0.226
H 1.0948 -3.0359 0.7843 0.024 0.809 0.483 0.034
H -0.5892 -2.7565 1.4953 0.537 0.200 0.420 0.025
H -0.1627 -3.9913 0.3913 -0.312 -1.100 0.614 0.055
H 2.2652 -4.0140 4.4178 0.357 -0.005 -0.325 0.040
H 1.4036 -2.5293 4.1218 -0.451 -0.068 -0.071 0.034
H 2.7077 -2.8378 3.0524 0.198 -0.633 -0.187 0.044
C 6.6662 0.0384 2.2810 -0.382 0.935 -0.002 -0.235
S 5.2287 0.4856 3.3720 0.528 -1.495 0.669 0.825
O 4.8201 -0.8729 3.8961 -0.103 0.836 0.053 -0.591
C 3.9402 0.9315 2.2028 -0.107 -0.147 -0.580 -0.282
H 7.0658 -0.9468 2.5217 -0.918 -0.241 -0.130 0.050
H 7.5307 0.6742 2.4726 -0.321 0.579 -0.132 0.031
H 6.2588 0.1873 1.2810 0.611 -0.456 -0.203 0.036
H 3.1022 1.3941 2.7242 0.225 -0.009 0.263 0.045
H 3.5562 0.0138 1.7573 0.144 -0.085 -0.073 0.049
H 4.2692 1.6128 1.4181 0.181 0.035 0.080 0.055
C -6.6142 1.1816 -2.2936 0.367 -1.691 0.368 -0.266
S -5.3141 0.6377 -1.1290 1.048 -0.636 0.346 0.808
O -5.1161 -0.8806 -1.2605 -0.579 2.458 -0.312 -0.554
C -3.9304 1.4411 -2.0668 0.138 -0.493 0.044 -0.232
H -7.5463 0.7040 -1.9918 -0.018 0.229 0.284 0.043
H -6.2580 0.5705 -3.1229 -0.332 0.794 -0.871 0.041
H -6.7160 2.2644 -2.3670 0.322 -0.240 -0.279 0.056
H -2.9864 1.2968 -1.5412 -0.153 -0.351 0.256 0.025
H -3.9899 2.5162 -2.2364 -0.650 0.013 0.201 0.049
H -3.8613 0.9273 -3.0256 -0.069 -0.079 -0.029 0.047
C -1.9218 -0.8900 3.8663 0.089 0.753 -1.346 -0.237
S -3.5665 -1.3958 3.1028 -0.231 1.841 2.461 0.868
O -4.4196 -1.3534 4.3760 0.275 -0.553 -1.533 -0.625
C -4.0119 0.2419 2.2447 0.525 -0.712 0.622 -0.227
H -1.2038 -0.6606 3.0789 0.045 -0.163 -0.258 0.005
H -1.4481 -1.6084 4.5354 -0.704 -0.407 -0.144 0.046
H -2.0541 0.0502 4.4016 -0.473 -0.108 0.143 0.040
H -3.1659 0.5555 1.6330 -0.073 0.036 -0.109 0.020
H -4.2516 0.9561 3.0325 0.410 -0.093 0.254 0.042
H -4.9296 0.1625 1.6620 0.262 -0.607 -0.113 0.008
```
Positions in Å, forces in eV/Å.

gap between HOMO and LUMO	8.301	eV
net charge	-1
total energy	-195434.9525	eV

=====

Q: Among the records above, which one has the highest gap between HOMO and LUMO?
A: C18H31O13PS2

=====

Q: Look up the gap between HOMO and LUMO of the second one.
A: 8.301 eV

=====

Q: Which of these has the lowest total energy?
A: C18H32AsF22O6S4

=====

Q: Look up the gap between HOMO and LUMO of the first one.
A: 8.638 eV